[1]
Here is a 2-piece molecular cluster, BH3OS overall from the OMol25 dataset. Energies are from ωB97M-V/def2-TZVPD.

```
6
BH3OS | the OMol25 dataset | ωB97M-V/def2-TZVPD
B 0.3478 -0.1927 -0.7329
O -0.7684 -0.0671 -1.3607
S -0.2063 1.1096 1.4664
H 1.3091 -0.8000 -0.9583
H -1.5466 0.2548 -0.9283
H 0.5164 0.6030 2.5283
```

Results
Gap between HOMO and LUMO = 0.331 hartree
Lowest unoccupied orbital energy = 0.0133 hartree


[2]
Here is BH3OS as an isolated structure from the OMol25 dataset. Energies are from ωB97M-V/def2-TZVPD.

```
6
BH3OS | the OMol25 dataset | ωB97M-V/def2-TZVPD
B 0.0995 -0.0236 -0.0142
O 0.6079 1.2045 -0.2291
S -1.6538 -0.1615 -0.0310
H 0.8872 -0.8836 0.3412
H 1.7991 1.3479 0.2114
H -1.7399 -1.4836 -0.2784
```

Results
Gap between HOMO and LUMO = 0.360 hartree
Lowest unoccupied orbital energy = -0.0027 hartree


[3]
Here is BH4In as an isolated structure from the OMol25 dataset. Energies are from ωB97M-V/def2-TZVPD.

```
6
BH4In | the OMol25 dataset | ωB97M-V/def2-TZVPD
In 0.1681 1.8470 -1.8305
B -0.0099 -0.3790 0.3763
H -0.8398 0.3104 0.3591
H 0.8736 0.0948 -0.0226
H 0.0626 -0.6825 1.4092
H -0.2546 -1.1905 -0.2914
```

Results
Gap between HOMO and LUMO (alpha / beta) = 0.302 / 0.275 hartree
Lowest unoccupied orbital energy (alpha / beta) = -0.8602 / -0.8343 hartree
Spin multiplicity = 2
Charge = +3


[4]
Here is a 37-piece molecular cluster, BH76O36 overall from the OMol25 dataset. Energies are from ωB97M-V/def2-TZVPD.

```
113
BH76O36 | the OMol25 dataset | ωB97M-V/def2-TZVPD
B -0.4746 0.0305 -0.0775
H -0.6028 -0.7673 -0.7925
H -0.5167 1.0235 -0.4976
H -1.2230 -0.0644 0.6940
H 0.4874 -0.1357 0.3821
O -5.7252 -1.3111 -0.4665
H -5.9221 -0.4322 -0.7906
H -4.7690 -1.3517 -0.4489
O -1.1143 5.0565 2.3053
H -1.4936 4.5829 1.5649
H -0.6188 4.3934 2.7859
O 3.1060 -0.6180 4.6405
H 2.6086 -0.3030 3.8858
H 3.9343 -0.9241 4.2712
O 1.4132 3.6024 -0.4555
H 2.0229 2.8849 -0.6279
H 1.7967 4.3562 -0.9038
O -0.9374 -0.3627 -3.1316
H -1.4225 -1.1857 -3.0717
H -0.5435 -0.2528 -2.2661
O 3.6976 -2.3646 1.7519
H 3.8019 -2.4422 0.8035
H 3.3089 -1.4994 1.8805
O 2.4218 -0.0382 2.0837
H 1.5492 -0.0955 1.6944
H 2.4963 0.8712 2.3729
O -0.6226 6.5980 -0.9893
H -1.0068 5.7305 -0.8629
H -0.6763 7.0120 -0.1279
O -1.9636 -0.7549 3.4814
H -1.6621 -0.2295 4.2225
H -1.8690 -0.1776 2.7237
O 2.8374 4.4982 1.8505
H 2.2455 4.1245 1.1976
H 2.9161 5.4196 1.6035
O 3.7142 2.0571 -1.3119
H 3.3313 1.3779 -1.8672
H 4.2042 2.6138 -1.9170
O -0.6229 2.0450 2.2960
H 0.0999 2.4191 2.7997
H -0.1968 1.5411 1.6027
O -2.5677 -2.4196 -2.7325
H -2.5824 -3.0744 -3.4305
H -2.2221 -2.8870 -1.9721
O 1.6284 2.4029 3.4341
H 2.0052 3.2292 3.1315
H 1.7763 2.4039 4.3799
O 0.0258 -2.8734 0.5603
H -0.0623 -3.0122 1.5032
H 0.1117 -1.9249 0.4642
O -3.1861 1.4209 -0.1579
H -3.4066 0.4986 -0.0282
H -2.2574 1.4795 0.0664
O 1.0548 0.1913 -4.7849
H 1.4764 0.9863 -4.4587
H 0.5257 -0.1187 -4.0499
O 1.8181 0.3940 -1.9059
H 1.5713 0.9888 -2.6141
H 1.0805 0.4272 -1.2966
O -2.9962 -3.1400 4.6695
H -2.7764 -2.2096 4.6219
H -3.7014 -3.1873 5.3150
O -3.9882 -3.6784 2.0890
H -3.8882 -2.8889 1.5571
H -3.7171 -3.4119 2.9674
O -1.3521 1.0301 -6.1935
H -0.7370 1.6756 -6.5414
H -0.8495 0.5498 -5.5355
O 3.0240 -4.2111 3.7240
H 3.4790 -3.8846 4.5003
H 2.9611 -3.4511 3.1454
O 1.8460 -2.7472 -2.2499
H 1.5372 -2.0978 -1.6181
H 1.0703 -2.9687 -2.7650
O 0.0372 -4.1003 -3.6007
H -0.3155 -4.8434 -4.0903
H 0.1135 -4.4198 -2.7016
O 5.8722 0.5496 0.0810
H 5.1457 1.1115 -0.1886
H 6.0377 0.7918 0.9921
O 2.0528 2.4655 -3.9873
H 2.0962 2.7388 -4.9036
H 2.0435 3.2849 -3.4927
O -3.9619 0.1551 -2.4355
H -3.2126 -0.3957 -2.6620
H -3.5784 0.9105 -1.9898
O -1.4191 3.8080 -0.1974
H -1.7412 3.0859 -0.7368
H -0.5029 3.5898 -0.0266
O -4.5760 4.3617 -0.5057
H -4.2962 5.1221 0.0040
H -3.7819 3.8375 -0.6102
O 2.2418 -4.9733 0.0123
H 2.0370 -4.1011 0.3492
H 1.6298 -5.1004 -0.7126
O -1.9215 -4.0763 -0.7136
H -1.8590 -5.0141 -0.5325
H -1.1495 -3.6985 -0.2923
O -3.1666 -1.4998 0.1892
H -2.3739 -1.0287 0.4461
H -2.8464 -2.3109 -0.2056
O -0.3323 -3.0080 3.4328
H -0.9544 -2.2881 3.3280
H -0.8803 -3.7806 3.5704
O 1.0730 -2.2801 5.6869
H 1.8748 -1.7937 5.4956
H 0.5229 -2.1493 4.9145
O 4.1646 -0.6267 -3.5354
H 3.2912 -0.4897 -3.1685
H 4.0423 -1.3053 -4.1993
O -2.0333 2.4284 -2.6495
H -2.0776 3.0529 -3.3736
H -2.0076 1.5707 -3.0736
```

Results
Gap between HOMO and LUMO = 0.327 hartree
Lowest unoccupied orbital energy = 0.0400 hartree
Charge = -1


[5]
Here is BaCl5O20 as an isolated structure from the OMol25 dataset. Energies are from ωB97M-V/def2-TZVPD.

```
26
BaCl5O20 | the OMol25 dataset | ωB97M-V/def2-TZVPD
Ba -8.4665 -19.3909 20.3597
Cl -5.9636 -18.1987 24.7829
O -7.1285 -17.4088 24.5456
O -6.4582 -19.5621 24.9567
O -5.1094 -18.3888 23.6107
O -5.3154 -17.6472 25.8361
Cl -12.2806 -24.0272 19.6474
O -11.5859 -23.4867 20.8563
O -11.3003 -24.3873 18.6078
O -13.1070 -25.1316 20.0605
O -13.2423 -23.0362 19.0490
Cl -6.6717 -13.5275 17.6075
O -5.5671 -12.8065 18.0665
O -6.3704 -14.0566 16.3055
O -6.8780 -14.6753 18.3673
O -7.7754 -12.7560 17.5567
Cl -14.1566 -17.5919 23.0020
O -14.6396 -16.4537 23.6611
O -15.0796 -18.1700 22.1504
O -12.9688 -17.4149 22.2075
O -13.8504 -18.6637 23.9657
Cl -4.0618 -25.0458 20.4892
O -4.8976 -23.8544 20.2454
O -3.5670 -25.7132 19.2939
O -2.7732 -24.9013 21.0745
O -4.8936 -25.8280 21.3460
```

Results
Gap between HOMO and LUMO = 0.160 hartree
Lowest unoccupied orbital energy = 0.0469 hartree
Charge = -3


[6]
Here is BaH12O7 as an isolated structure from the OMol25 dataset. Energies are from ωB97M-V/def2-TZVPD.

```
20
BaH12O7 | the OMol25 dataset | ωB97M-V/def2-TZVPD
Ba -0.4275 0.0325 -0.2539
O -1.4773 2.1498 -1.4434
H -0.7762 2.6059 -0.9737
O -0.8456 -0.3084 -2.9940
H -0.6727 -1.2505 -2.9171
O -2.5179 -1.8843 -0.4714
H -2.7491 -2.6308 -1.0366
H -3.2672 -1.7873 0.1295
O 0.2045 2.2642 1.2107
H -0.4274 2.9201 1.5358
H 1.0490 2.7313 1.1911
O 2.1565 0.2089 -1.7259
H 3.0486 0.2755 -1.3646
H 2.2605 -0.0899 -2.6400
O -0.6577 -1.3731 2.0130
H -0.0483 -1.9103 2.5331
H -1.5285 -1.5576 2.3907
O 1.9135 -0.1047 1.3687
H 2.4313 -0.8938 1.5738
H 2.3316 0.6026 1.8741
```

Results
Gap between HOMO and LUMO = 0.187 hartree
Lowest unoccupied orbital energy = -0.0346 hartree


ΔE to the lowest compared entry with this formula, charge and spin (kcal per mole)
46.7, 28.2, 0.0, 5.5, 175.5, 20.2
Energy (hartree)
-500.0512, -500.0807, -215.4290, -2779.1424, -3829.8835, -559.3292